{
  "formula": "C30H45B2F4IN4O4RbSb",
  "method": "wB97M-V/def2-TZVPD",
  "species": ["Rb", "C", "C", "N", "O", "B", "F", "F", "O", "N", "C", "C", "C", "N", "O", "B", "F", "F", "O", "N", "C", "C", "C", "H", "H", "H", "H", "H", "H", "H", "H", "H", "H", "H", "H", "I", "C", "C", "C", "C", "C", "C", "C", "C", "C", "C", "H", "H", "H", "H", "H", "H", "C", "C", "C", "C", "Sb", "C", "C", "C", "C", "C", "C", "C", "C", "H", "H", "H", "H", "H", "H", "H", "H", "H", "H", "H", "H", "H", "H", "H", "H", "H", "H", "H", "H", "H", "H", "H", "H", "H", "H", "H"],
  "coordinates": [[0.018, -1.149, 0.141], [-0.879, -6.104, 0.162], [-0.968, -4.628, 0.344], [-0.017, -3.793, 0.233], [1.249, -4.255, -0.056], [2.135, -4.371, 1.134], [3.377, -4.745, 0.654], [1.589, -5.301, 2.023], [2.393, -3.091, 1.919], [1.218, -2.547, 2.322], [1.213, -1.870, 3.405], [2.384, -1.703, 4.321], [-0.113, -1.260, 3.728], [-0.898, -1.135, 2.731], [-2.142, -0.622, 2.988], [-2.985, -0.726, 1.774], [-4.132, -0.002, 2.024], [-2.265, -0.035, 0.672], [-3.339, -2.076, 1.347], [-2.223, -2.718, 0.870], [-2.271, -3.985, 0.750], [-3.452, -4.846, 1.075], [-0.456, -0.823, 5.118], [0.139, -6.372, -0.107], [-1.569, -6.432, -0.618], [-1.144, -6.625, 1.082], [3.276, -2.096, 3.839], [2.228, -2.250, 5.253], [2.540, -0.653, 4.581], [-4.298, -4.229, 1.362], [-3.212, -5.527, 1.894], [-3.725, -5.462, 0.217], [0.390, -0.917, 5.792], [-1.281, -1.426, 5.503], [-0.806, 0.211, 5.115], [3.391, -1.416, -1.041], [3.183, -1.169, -3.101], [4.288, -1.132, -3.906], [4.147, -1.049, -5.306], [2.911, -1.011, -5.885], [1.744, -1.045, -5.086], [0.444, -1.014, -5.650], [-0.677, -1.054, -4.873], [-0.564, -1.116, -3.455], [0.686, -1.127, -2.956], [1.884, -1.122, -3.671], [5.277, -1.182, -3.472], [5.037, -1.028, -5.921], [2.806, -0.960, -6.961], [0.356, -0.966, -6.728], [-1.660, -1.043, -5.325], [-1.451, -1.146, -2.834], [1.193, 2.459, -2.505], [1.314, 3.087, -1.123], [2.612, 2.646, -0.457], [1.300, 4.613, -1.237], [-0.377, 2.335, 0.084], [-0.091, 2.839, 2.203], [1.015, 1.932, 2.728], [-1.387, 2.618, 2.968], [0.333, 4.308, 2.285], [-2.304, 2.857, -0.843], [-2.177, 4.220, -1.527], [-3.394, 2.909, 0.219], [-2.604, 1.783, -1.885], [2.039, 2.792, -3.114], [0.279, 2.759, -3.021], [1.228, 1.371, -2.467], [3.443, 2.909, -1.119], [2.663, 1.567, -0.301], [2.781, 3.155, 0.492], [2.188, 4.913, -1.802], [1.354, 5.108, -0.268], [0.433, 4.990, -1.776], [0.721, 0.883, 2.686], [1.189, 2.181, 3.780], [1.959, 2.061, 2.199], [-1.774, 1.603, 2.866], [-2.158, 3.332, 2.681], [-1.170, 2.780, 4.029], [1.310, 4.483, 1.834], [0.411, 4.582, 3.342], [-0.396, 4.983, 1.832], [-1.874, 5.012, -0.841], [-3.162, 4.491, -1.919], [-1.490, 4.196, -2.373], [-3.261, 3.760, 0.890], [-3.472, 1.989, 0.795], [-4.348, 3.050, -0.298], [-1.811, 1.693, -2.631], [-3.518, 2.073, -2.410], [-2.776, 0.818, -1.414]],
  "forces_ev_per_angstrom": [[0.5, -0.2, -0.4], [0.1, -0.1, 0.1], [0.0, 0.3, -0.1], [0.0, -0.3, -0.1], [0.1, -0.1, 0.0], [0.1, 0.0, 0.1], [0.1, 0.0, 0.0], [0.0, -0.1, 0.1], [0.0, 0.0, -0.2], [0.0, -0.1, 0.1], [0.0, -0.1, -0.1], [0.1, 0.0, 0.0], [0.0, 0.1, 0.1], [0.0, 0.2, 0.1], [0.0, -0.2, 0.1], [0.0, 0.2, 0.0], [-0.1, 0.0, 0.0], [-0.3, 0.2, 0.2], [-0.1, 0.0, 0.1], [0.0, 0.0, -0.2], [-0.1, 0.1, 0.1], [0.0, 0.1, 0.0], [-0.1, -0.1, 0.0], [0.0, 0.0, 0.0], [0.0, 0.0, 0.0], [0.0, 0.0, 0.0], [0.0, 0.0, 0.0], [0.0, 0.0, 0.0], [0.0, 0.0, 0.0], [0.0, 0.0, 0.0], [0.0, 0.0, 0.0], [0.0, 0.0, 0.0], [0.0, 0.0, 0.0], [0.0, 0.0, 0.0], [0.0, 0.0, 0.0], [0.1, -0.1, 0.0], [0.1, 0.0, -0.1], [0.0, 0.0, 0.2], [-0.1, 0.0, -0.1], [0.0, 0.0, 0.0], [0.1, 0.0, 0.0], [-0.1, 0.0, 0.0], [0.0, 0.0, 0.0], [0.0, 0.1, 0.0], [0.0, -0.2, 0.1], [0.1, 0.1, -0.1], [0.0, 0.0, 0.0], [0.0, 0.0, 0.0], [0.0, 0.0, 0.0], [0.0, 0.0, 0.0], [0.0, 0.0, 0.0], [0.0, -0.1, 0.0], [0.0, -0.1, 0.0], [0.0, 0.2, 0.0], [0.0, -0.1, 0.0], [-0.1, 0.0, 0.1], [-0.2, 0.2, 0.0], [0.0, 0.3, 0.0], [0.0, -0.1, 0.0], [-0.1, -0.1, 0.0], [0.0, -0.1, -0.1], [0.0, 0.3, -0.1], [0.1, 0.0, 0.0], [0.0, -0.1, 0.1], [0.1, 0.0, 0.0], [0.0, 0.0, 0.0], [0.0, 0.0, 0.0], [0.0, 0.0, 0.0], [0.0, 0.0, 0.0], [0.0, 0.0, 0.0], [0.0, 0.0, 0.0], [0.0, 0.0, 0.0], [0.0, 0.0, 0.0], [0.0, 0.0, 0.0], [0.0, 0.0, 0.0], [0.0, 0.0, 0.0], [0.0, 0.0, 0.0], [0.0, 0.0, 0.0], [0.0, 0.0, 0.0], [0.0, 0.0, 0.0], [0.0, 0.0, 0.0], [0.0, 0.0, 0.0], [0.0, 0.0, 0.0], [0.0, 0.0, 0.0], [0.0, 0.0, 0.0], [0.0, 0.0, 0.0], [0.0, 0.0, 0.0], [0.0, 0.0, 0.0], [0.0, 0.0, 0.0], [0.0, 0.0, 0.0], [0.0, 0.0, 0.0], [0.0, -0.1, 0.0]],
  "mulliken_charge": [0.852, -1.785, 0.219, 1.029, -0.715, 0.930, -0.387, -0.368, -0.599, 0.249, 0.445, -1.779, -0.129, 0.823, -0.673, 0.665, -0.340, -0.041, -0.603, 0.497, 0.027, -1.655, -1.533, 0.341, 0.432, 0.311, 0.422, 0.339, 0.348, 0.386, 0.300, 0.340, 0.474, 0.286, 0.208, 0.286, 0.050, -0.411, -0.700, -0.900, 0.693, -0.992, -0.599, -0.836, 0.509, 0.370, 0.449, 0.392, 0.401, 0.371, 0.452, 0.590, -1.958, 1.677, -1.728, -1.498, 0.572, 1.907, -1.926, -1.683, -1.695, 1.706, -1.821, -1.774, -1.463, 0.577, 0.260, 0.452, 0.512, 0.209, 0.345, 0.512, 0.273, 0.307, 0.336, 0.543, 0.188, 0.279, 0.354, 0.528, 0.308, 0.512, 0.353, 0.340, 0.537, 0.360, 0.331, 0.336, 0.550, 0.326, 0.544, 0.074],
  "e_above_lowest_ev": 0.805,
  "energy_ha": -2701.3771,
  "gap_ha": [0.159, 0.234],
  "lumo_ev": [-3.18, -1.14],
  "spin_multiplicity": 1
}

{
  "formula": "C30H45BFN3O6S",
  "method": "wB97M-V/def2-TZVPD",
  "species": ["C", "C", "C", "C", "C", "C", "C", "C", "F", "C", "B", "O", "N", "C", "C", "C", "O", "C", "C", "S", "C", "O", "O", "C", "C", "C", "C", "C", "C", "C", "H", "H", "H", "H", "H", "H", "H", "H", "H", "H", "H", "H", "H", "H", "H", "H", "H", "H", "H", "H", "H", "H", "H", "C", "O", "C", "C", "C", "N", "H", "H", "H", "H", "H", "H", "H", "H", "H", "H", "H", "C", "O", "C", "C", "C", "N", "H", "H", "H", "H", "H", "H", "H", "H", "H", "H", "H"],
  "coordinates": [[3.138, -0.656, 1.164], [2.072, 0.525, 1.043], [0.673, -0.175, 0.799], [-0.343, 0.699, -0.005], [-0.981, 1.796, 0.765], [-1.911, 2.707, 0.125], [-2.235, 2.539, -1.300], [-1.613, 1.446, -2.050], [-1.986, 1.370, -3.378], [-0.651, 0.490, -1.448], [0.040, -0.666, -2.316], [-0.618, -1.020, -3.551], [1.300, -1.355, -1.974], [2.461, -0.681, -2.613], [1.259, -2.806, -2.237], [-3.217, 3.571, -1.956], [-4.016, 3.289, -2.815], [-3.091, 5.028, -1.380], [-2.789, 5.185, -0.055], [-2.593, 6.892, 0.575], [-2.594, 3.916, 0.857], [-2.967, 3.878, 2.000], [2.428, 1.480, 0.030], [3.479, 2.322, 0.542], [4.696, 2.450, -0.431], [5.369, 1.239, -0.896], [6.510, 1.308, -1.824], [6.967, 2.636, -2.249], [6.326, 3.876, -1.789], [5.186, 3.774, -0.860], [4.082, -0.293, 1.659], [3.315, -1.059, 0.136], [2.673, -1.402, 1.865], [1.976, 1.074, 2.029], [0.212, -0.305, 1.825], [0.770, -1.221, 0.397], [-0.758, 1.941, 1.847], [-0.368, -0.284, -4.148], [2.745, -1.145, -3.592], [3.291, -0.628, -1.863], [2.152, 0.393, -2.801], [0.741, -3.408, -1.444], [0.830, -3.097, -3.234], [2.334, -3.165, -2.242], [-3.215, 5.910, -2.061], [-1.674, 7.412, -0.320], [3.109, 3.377, 0.725], [3.883, 1.956, 1.527], [5.050, 0.225, -0.569], [6.985, 0.357, -2.162], [7.841, 2.712, -2.938], [6.670, 4.884, -2.115], [4.667, 4.683, -0.457], [-8.452, -0.287, -0.951], [-7.580, 0.469, -1.773], [-7.126, 1.684, -1.195], [-5.943, 1.524, -0.220], [-6.346, 0.968, 1.142], [-4.889, 0.677, -0.788], [-9.094, 0.350, -0.338], [-7.878, -0.968, -0.318], [-9.083, -0.897, -1.599], [-6.785, 2.297, -2.035], [-7.958, 2.227, -0.730], [-5.524, 2.522, -0.051], [-6.532, -0.106, 1.118], [-5.545, 1.132, 1.866], [-7.243, 1.465, 1.520], [-4.551, 1.109, -1.646], [-5.329, -0.184, -1.108], [3.540, -4.644, 1.575], [2.765, -3.811, 2.420], [1.475, -4.322, 2.732], [1.458, -5.362, 3.868], [1.956, -6.739, 3.442], [2.240, -4.911, 5.026], [2.924, -5.177, 0.846], [4.120, -5.351, 2.172], [4.248, -4.012, 1.037], [0.891, -3.456, 3.062], [0.983, -4.705, 1.830], [0.417, -5.479, 4.186], [3.042, -6.785, 3.354], [1.669, -7.489, 4.183], [1.520, -7.036, 2.484], [1.841, -4.042, 5.373], [3.159, -4.634, 4.683]],
  "forces_ev_per_angstrom": [[-0.8, 1.1, 0.8], [0.0, -1.2, 0.5], [-0.9, 0.3, 0.2], [-1.0, 1.4, -0.6], [-0.7, -0.2, -2.0], [0.7, -1.0, -1.4], [1.0, -0.7, 0.5], [-0.2, 0.6, 1.8], [0.8, -0.1, 1.7], [-0.6, 2.0, 1.4], [-0.5, -0.2, -1.0], [1.3, 0.9, 1.0], [-0.9, -0.4, -0.4], [-0.5, 1.0, 0.5], [1.2, -0.8, -0.3], [0.9, 0.2, 0.8], [0.5, 0.2, 0.4], [0.5, -1.0, 0.9], [0.2, 0.0, -1.7], [0.3, -0.6, 0.0], [0.3, 0.0, -0.9], [0.4, 0.1, -0.5], [0.6, -0.1, 1.1], [1.1, 1.1, -0.3], [1.2, 0.0, -1.1], [1.2, 1.6, -1.1], [-1.5, 2.3, 1.2], [-1.1, 0.0, 0.9], [-1.2, -2.3, 1.2], [0.8, -2.0, -0.7], [-0.8, -0.4, -0.7], [-0.1, 0.1, 1.0], [0.7, 0.4, -0.9], [0.2, -0.5, -1.0], [0.5, 0.2, -1.0], [0.1, 1.3, 0.0], [-0.2, -0.2, -1.0], [-0.7, -0.6, 0.1], [-0.1, 0.3, 0.9], [-0.4, -0.2, -1.0], [0.6, -1.0, 0.1], [0.3, 0.8, -0.5], [0.2, 0.4, 0.8], [-1.1, 0.2, 0.1], [-0.2, -1.1, 0.7], [-0.7, -0.8, 0.4], [0.1, -1.1, -0.2], [-0.5, 0.2, -0.9], [0.1, 1.1, -0.2], [-0.3, 1.1, 0.2], [-0.9, -0.1, 0.6], [-0.2, -1.1, 0.2], [0.6, -0.9, -0.6], [0.2, -0.2, -0.2], [-0.2, 0.2, 0.2], [0.2, 0.2, -0.2], [-0.2, -0.5, 0.0], [0.1, 0.1, 0.3], [-0.1, 0.1, -0.2], [0.1, 0.0, 0.1], [-0.1, 0.0, 0.2], [0.0, 0.1, -0.1], [0.0, -0.1, 0.0], [0.0, -0.1, 0.1], [0.0, 0.0, -0.1], [0.0, 0.0, -0.1], [0.0, 0.0, -0.1], [0.0, 0.0, 0.0], [0.0, 0.0, 0.1], [0.1, 0.0, 0.1], [0.3, 0.2, 0.2], [-0.3, -0.2, -0.2], [-0.2, 0.2, 0.2], [0.4, 0.0, -0.1], [-0.1, -0.2, 0.0], [-0.1, 0.2, -0.1], [0.0, 0.0, 0.1], [0.0, -0.2, -0.2], [-0.1, 0.1, 0.0], [0.1, 0.0, 0.0], [0.1, -0.1, 0.0], [0.0, 0.1, 0.0], [0.0, 0.1, 0.0], [0.0, 0.1, 0.0], [0.0, 0.0, 0.0], [0.0, -0.1, 0.1], [0.0, -0.1, 0.1]],
  "mulliken_charge": [-0.931, 0.375, -1.396, 0.597, -1.170, 0.561, 0.577, -0.257, -0.418, 0.635, 0.621, -0.629, 0.422, -1.154, -1.083, 0.212, -0.555, -0.711, 0.096, -0.242, 0.227, -0.540, -0.174, -0.659, 0.771, 0.141, -0.744, -0.300, -0.554, -0.626, 0.417, -0.070, 0.160, 0.540, 0.615, 0.151, 0.443, 0.306, 0.399, 0.119, 0.357, 0.263, 0.238, 0.351, 0.405, 0.170, 0.191, 0.354, 0.165, 0.363, 0.314, 0.347, 0.277, -0.641, -0.402, -0.814, 0.803, -1.648, -0.528, 0.295, 0.218, 0.260, 0.293, 0.497, 0.117, 0.311, 0.371, 0.369, 0.171, 0.323, -0.818, -0.261, -0.633, 0.245, -1.423, -0.746, 0.354, 0.250, 0.289, 0.307, 0.436, 0.440, 0.297, 0.354, 0.338, 0.280, 0.333],
  "energy_ha": -2308.6032,
  "gap_ha": 0.284,
  "lumo_ev": -1.10,
  "smiles": "C[C@H](Cc1cc2c(c(F)c1B(O)N(C)C)C(=O)C=C(S)C2=O)OCc1ccccc1.COC[C@@H](C)N.COC[C@@H](C)N",
  "spin_multiplicity": 1
}